{
  "formula": "CHBrClNO",
  "method": "ωB97M-V/def2-TZVPD",
  "mol_weight_g_mol": 158.382,
  "charge": 0,
  "e_tot_ha": -3202.64013,
  "relative_energy_kj_mol": 237.9,
  "max_force_ha_per_bohr": 0.128,
  "e_homo_ha": [-0.2201, -0.3665],
  "spin_multiplicity": 3,
  "species": ["C", "N", "O", "Cl", "Br", "H"],
  "xyz": [[0.340, -1.447, -0.857], [-0.291, -1.248, -1.820], [-0.825, -1.352, -2.875], [0.952, -1.084, 0.612], [-0.749, 2.428, 2.283], [0.574, 2.703, 2.658]],
  "atomic_forces_ev_per_a": [[3.47, -5.45, 1.21], [-2.36, 4.29, -0.30], [-1.22, -0.80, -2.97], [0.12, 1.97, 2.06], [-0.40, -0.08, -0.11], [0.40, 0.08, 0.11]]
}



{
  "formula": "CHBrClNO2",
  "method": "ωB97M-V/def2-TZVPD",
  "mol_weight_g_mol": 174.381,
  "charge": 0,
  "e_tot_ha": -3278.00224,
  "relative_energy_kj_mol": 59.3,
  "max_force_ha_per_bohr": 0.089,
  "e_homo_ha": -0.4072,
  "spin_multiplicity": 1,
  "species": ["C", "N", "O", "O", "Cl", "Br", "H"],
  "xyz": [[-0.296, 0.460, 0.096], [0.674, -0.642, -0.280], [1.651, -0.870, 0.397], [0.270, -1.313, -1.193], [0.348, 1.445, 1.394], [-2.005, -0.389, 0.463], [-0.642, 1.310, -0.878]],
  "atomic_forces_ev_per_a": [[-1.65, 3.52, -2.14], [-0.07, -0.78, 0.23], [-0.38, 0.69, -0.26], [0.23, -0.11, -0.76], [-0.26, -0.32, -0.18], [0.36, 0.17, 0.30], [1.77, -3.16, 2.80]]
}



{
  "formula": "CHBrF2O2S",
  "method": "ωB97M-V/def2-TZVPD",
  "mol_weight_g_mol": 194.984,
  "smiles": "O=S(=O)(Br)C(F)F",
  "charge": 0,
  "e_tot_ha": -3361.05388,
  "relative_energy_kj_mol": 54.2,
  "max_force_ha_per_bohr": 0.061,
  "e_homo_ha": -0.4009,
  "spin_multiplicity": 1,
  "species": ["O", "S", "O", "Br", "C", "F", "F", "H"],
  "xyz": [[-0.202, 0.024, -2.013], [0.027, -0.704, -0.792], [-0.507, -2.002, -0.447], [2.257, -0.928, -0.789], [-0.320, 0.772, 0.761], [0.741, 0.832, 1.570], [-1.294, 0.246, 1.379], [-0.701, 1.761, 0.331]],
  "atomic_forces_ev_per_a": [[-0.64, -0.75, 0.49], [0.74, 1.37, 0.75], [0.05, 1.48, -0.34], [-0.20, -0.01, 0.30], [1.19, 0.26, -2.03], [-0.25, 0.24, -0.80], [-2.27, -1.40, 1.66], [1.38, -1.17, -0.02]]
}



{
  "formula": "CHBrF2OS",
  "method": "ωB97M-V/def2-TZVPD",
  "mol_weight_g_mol": 178.985,
  "smiles": "O=C(F)F.SBr",
  "charge": 0,
  "e_tot_ha": -3285.87424,
  "relative_energy_kj_mol": 0.0,
  "max_force_ha_per_bohr": 0.094,
  "e_homo_ha": -0.3427,
  "spin_multiplicity": 1,
  "species": ["O", "C", "F", "F", "S", "Br", "H"],
  "xyz": [[-1.208, -0.449, 0.607], [-1.326, -1.339, -0.079], [-2.487, -1.884, -0.486], [-0.366, -2.098, -0.547], [1.344, 1.276, -0.042], [2.223, 3.198, -0.645], [1.819, 1.296, 1.192]],
  "atomic_forces_ev_per_a": [[0.35, 3.60, 2.51], [-1.38, -4.06, -2.27], [0.73, 0.51, 0.12], [0.26, -0.12, -0.33], [-0.10, 0.23, -0.57], [-0.02, -0.18, 0.07], [0.17, 0.03, 0.47]]
}



{
  "formula": "CHBrN2",
  "method": "ωB97M-V/def2-TZVPD",
  "mol_weight_g_mol": 120.937,
  "charge": 0,
  "e_tot_ha": -2722.02666,
  "relative_energy_kj_mol": 366.5,
  "max_force_ha_per_bohr": 0.073,
  "e_homo_ha": [-0.3342, -0.3411],
  "spin_multiplicity": 1,
  "species": ["C", "N", "N", "Br", "H"],
  "xyz": [[-0.458, 0.972, 0.279], [0.690, 0.452, 0.472], [0.517, -0.711, -0.043], [-2.016, 0.225, -0.065], [1.268, -0.939, -0.644]],
  "atomic_forces_ev_per_a": [[1.24, 2.27, 0.74], [-0.11, 2.21, 0.73], [-0.19, -3.71, -0.38], [-2.45, -0.53, -0.28], [1.50, -0.24, -0.81]]
}



{
  "formula": "CHCl2FS",
  "method": "ωB97M-V/def2-TZVPD",
  "mol_weight_g_mol": 134.990,
  "charge": 0,
  "e_tot_ha": -1457.01083,
  "relative_energy_kj_mol": 283.4,
  "max_force_ha_per_bohr": 0.032,
  "e_homo_ha": [-0.3406, -0.3016],
  "spin_multiplicity": 1,
  "species": ["C", "F", "S", "Cl", "Cl", "H"],
  "xyz": [[1.587, -1.112, 0.729], [1.863, -2.374, 0.885], [-2.335, -1.621, -0.377], [0.355, -0.703, -0.268], [-3.109, -1.637, -2.194], [2.057, -0.490, 1.414]],
  "atomic_forces_ev_per_a": [[0.32, -0.09, -0.35], [0.13, -1.46, -0.04], [-0.39, -0.13, 0.41], [-0.36, 0.42, -0.71], [-0.06, 0.00, -0.32], [0.37, 1.26, 1.02]]
}



{
  "formula": "CHCl2FS2",
  "method": "ωB97M-V/def2-TZVPD",
  "mol_weight_g_mol": 167.057,
  "charge": 0,
  "e_tot_ha": -1855.22943,
  "relative_energy_kj_mol": 194.5,
  "max_force_ha_per_bohr": 0.035,
  "e_homo_ha": [-0.3251, -0.3299],
  "spin_multiplicity": 1,
  "species": ["C", "F", "S", "S", "Cl", "Cl", "H"],
  "xyz": [[-2.412, 0.236, 0.157], [-2.219, -0.552, 1.233], [0.102, 0.982, -0.286], [1.344, 2.367, 0.377], [-3.327, 1.685, 0.271], [-2.749, -0.720, -1.221], [-0.714, 1.806, -1.104]],
  "atomic_forces_ev_per_a": [[0.48, -0.67, 0.13], [-0.62, 1.10, -0.30], [-0.51, 1.41, -0.98], [-0.27, -0.40, 0.06], [0.04, -0.37, 0.60], [0.04, -0.04, -0.20], [0.83, -1.03, 0.70]]
}



{
  "formula": "CHCl2NO2",
  "method": "ωB97M-V/def2-TZVPD",
  "mol_weight_g_mol": 129.930,
  "smiles": "O=C(O)N(Cl)Cl",
  "charge": 0,
  "e_tot_ha": -1164.22986,
  "relative_energy_kj_mol": 151.8,
  "max_force_ha_per_bohr": 0.052,
  "e_homo_ha": -0.3635,
  "spin_multiplicity": 1,
  "species": ["O", "C", "O", "N", "Cl", "Cl", "H"],
  "xyz": [[0.254, 1.023, -1.589], [0.451, 0.472, -0.561], [1.577, 0.392, 0.063], [-0.599, -0.580, 0.410], [-1.654, 0.609, 1.144], [-1.547, -1.771, -0.356], [1.519, -0.145, 0.888]],
  "atomic_forces_ev_per_a": [[-0.71, -0.65, 1.27], [-1.51, -1.71, -0.76], [0.91, -0.21, 1.44], [1.51, 2.14, -0.59], [-0.02, -0.05, 0.03], [0.11, 0.12, -0.62], [-0.28, 0.35, -0.76]]
}



{
  "formula": "CHCl2NO2",
  "method": "ωB97M-V/def2-TZVPD",
  "mol_weight_g_mol": 129.930,
  "charge": 0,
  "e_tot_ha": -1164.16215,
  "relative_energy_kj_mol": 329.5,
  "max_force_ha_per_bohr": 0.085,
  "e_homo_ha": -0.3529,
  "spin_multiplicity": 1,
  "species": ["C", "N", "O", "O", "Cl", "Cl", "H"],
  "xyz": [[0.846, -0.247, -0.050], [-1.127, 0.509, 0.025], [-1.334, 1.137, -0.937], [-1.781, 0.225, 0.983], [1.209, -0.476, -1.619], [0.691, -1.566, 1.031], [1.496, 0.419, 0.567]],
  "atomic_forces_ev_per_a": [[-1.62, 1.41, 3.81], [3.45, -1.81, 1.28], [-1.03, 1.17, -1.47], [0.04, 0.14, -0.33], [0.27, -0.18, -1.94], [-0.28, -1.03, -0.01], [-0.82, 0.31, -1.34]]
}



{
  "formula": "CHCl2O2P",
  "method": "ωB97M-V/def2-TZVPD",
  "mol_weight_g_mol": 146.897,
  "charge": 0,
  "e_tot_ha": -1450.85562,
  "relative_energy_kj_mol": 227.4,
  "max_force_ha_per_bohr": 0.082,
  "e_homo_ha": [-0.3511, -0.3511],
  "spin_multiplicity": 1,
  "species": ["C", "O", "O", "P", "Cl", "Cl", "H"],
  "xyz": [[1.305, 0.041, 0.165], [-2.971, 0.405, -0.446], [-0.802, 0.440, 0.256], [-1.762, -0.361, -0.643], [1.546, -0.993, -1.199], [1.491, -0.641, 1.723], [1.193, 1.110, 0.144]],
  "atomic_forces_ev_per_a": [[-3.30, -1.37, 0.58], [-2.96, 0.42, -0.50], [4.19, -0.31, 0.55], [0.84, -0.49, -0.18], [0.18, 1.20, 1.10], [0.28, 0.37, -1.00], [0.77, 0.18, -0.55]]
}